The following is a DFT calculation (ωB97M-V/def2-TZVPD) of a single C2H4N2O2 molecule.

## Properties
Energy above the lowest of the compared OMol25 structures with the same formula, charge and spin ... 240.28 kJ/mol
Kohn-Sham gap (spin up / spin down) ... 6.0 / 7.0 eV
Expectation value of S² ... 2.013

ORCA input file:
```
! wB97M-V def2-TZVPD RIJCOSX def2/J DEFGRID3
* xyz 0 3
C 2.14 -0.40 0.64
C -0.37 0.41 0.48
N -1.34 0.54 -0.29
N 0.86 -0.10 0.08
O 2.67 -0.21 1.71
O 0.80 -0.47 -1.27
H 2.65 -0.90 -0.21
H -0.31 0.68 1.55
H -0.12 -0.19 -1.51
H -2.15 0.94 0.16
*
```


The following is a DFT calculation (ωB97M-V/def2-TZVPD) of a single C2H4N2O2S molecule.

## Properties
SMILES ... [H]/N=N/S(=O)(=O)C=C
Energy above the lowest of the compared OMol25 structures with the same formula, charge and spin ... 389.74 kJ/mol
Kohn-Sham gap ... 9.5 eV

ORCA input file:
```
! wB97M-V def2-TZVPD RIJCOSX def2/J DEFGRID3
* xyz 0 1
H -1.14 -2.63 0.62
N -0.80 -1.81 0.09
N -1.41 -0.83 0.52
S -0.93 0.77 -0.37
O -1.51 0.83 -1.70
O -1.25 1.75 0.59
C 0.83 0.53 -0.57
C 1.49 0.35 0.50
H 1.20 0.78 -1.61
H 2.49 0.13 0.56
H 1.02 0.15 1.37
*
```


The following is a DFT calculation (ωB97M-V/def2-TZVPD) of a molecular structure, C2H4N2O2S.

## Properties
Energy above the lowest of the compared OMol25 structures with the same formula, charge and spin ... 277.69 kJ/mol
Kohn-Sham gap ... 8.7 eV

ORCA input file:
```
! wB97M-V def2-TZVPD RIJCOSX def2/J DEFGRID3
* xyz 0 1
C -0.47 -0.31 0.05
C 1.15 1.25 0.03
H -3.15 0.51 0.66
H -1.97 -1.52 -0.44
H 1.47 1.78 0.95
H 1.45 1.88 -0.79
N -1.80 -0.69 0.13
N 0.45 -1.22 0.12
O -2.74 0.34 -0.22
O -0.22 1.05 0.05
S 1.96 -0.38 -0.08
*
```


The following is a DFT calculation (ωB97M-V/def2-TZVPD) of a single C2H4N2O2S molecule.

## Properties
SMILES ... O/N=C\C(=S)NO
Energy above the lowest of the compared OMol25 structures with the same formula, charge and spin ... 484.08 kJ/mol
Kohn-Sham gap ... 9.0 eV

ORCA input file:
```
! wB97M-V def2-TZVPD RIJCOSX def2/J DEFGRID3
* xyz 0 1
O 1.05 -0.96 -0.99
N 0.63 -1.56 0.24
C -0.32 -0.98 0.78
C -1.13 0.14 0.12
S -2.62 -0.22 -0.35
N -0.30 1.28 -0.02
O 1.02 1.32 0.01
H 1.85 -1.47 -1.08
H -0.85 -1.37 1.62
H -0.58 1.79 -0.99
H 1.26 2.04 0.66
*
```


The following is a DFT calculation (ωB97M-V/def2-TZVPD) of a single C2H4N2O2S molecule.

## Properties
SMILES ... NC(=O)S/C=N/O
Energy above the lowest of the compared OMol25 structures with the same formula, charge and spin ... 330.53 kJ/mol
Kohn-Sham gap ... 9.7 eV

ORCA input file:
```
! wB97M-V def2-TZVPD RIJCOSX def2/J DEFGRID3
* xyz 0 1
N 2.79 -0.16 0.12
C 1.60 0.47 0.03
O 1.24 1.66 -0.16
S 0.47 -1.02 0.02
C -1.12 -0.07 -0.13
N -2.30 -0.54 -0.18
O -3.16 0.64 0.26
H 3.61 0.44 0.41
H 2.99 -1.08 -0.26
H -0.88 0.88 -0.05
H -4.06 0.16 -0.23
*
```


The following is a DFT calculation (ωB97M-V/def2-TZVPD) of 2 unconnected molecules or ions with the total composition C2H4N2O2S.

## Properties
Energy above the lowest of the compared OMol25 structures with the same formula, charge and spin ... 420.50 kJ/mol
Kohn-Sham gap ... 8.1 eV

ORCA input file:
```
! wB97M-V def2-TZVPD RIJCOSX def2/J DEFGRID3
* xyz 0 1
C 0.62 0.82 0.06
C -1.03 -0.60 -1.37
H -0.21 -1.18 2.72
H 1.58 0.44 1.79
H 0.16 1.28 -1.60
H -1.40 -1.09 -0.39
N 0.85 0.11 1.24
N -0.12 0.40 -1.04
O 0.31 -1.18 1.51
O 1.13 1.90 -0.11
S -1.90 -0.91 -2.82
*
```


The following is a DFT calculation (ωB97M-V/def2-TZVPD) of 2 unconnected molecules or ions with the total composition C2H4N2O2S2.

## Properties
Energy above the lowest of the compared OMol25 structures with the same formula, charge and spin ... 163.61 kJ/mol
Kohn-Sham gap ... 4.5 eV

ORCA input file:
```
! wB97M-V def2-TZVPD RIJCOSX def2/J DEFGRID3
* xyz -2 1
C 0.89 -0.12 0.58
C -1.54 1.52 -1.31
N 0.57 -1.15 1.10
N -0.97 0.27 -1.22
O 1.53 -3.49 1.09
O 1.57 -2.24 3.18
S 1.73 1.21 0.34
S 1.89 -2.24 1.75
H -1.03 2.45 -0.94
H -2.14 1.87 -2.29
H -2.41 1.61 -0.48
H -0.10 0.32 -1.81
*
```


The following is a DFT calculation (ωB97M-V/def2-TZVPD) of a molecular structure, C2H4N2O2S2.

## Properties
Energy above the lowest of the compared OMol25 structures with the same formula, charge and spin ... 571.49 kJ/mol
Kohn-Sham gap ... 8.5 eV

ORCA input file:
```
! wB97M-V def2-TZVPD RIJCOSX def2/J DEFGRID3
* xyz 0 1
C 0.96 -0.02 -0.23
C -1.42 0.33 0.78
H -0.72 2.55 -0.37
H 1.75 1.75 -0.76
H -1.61 1.01 1.72
H -1.41 -1.28 -1.07
N 0.71 1.35 -0.67
N -2.41 0.06 -0.15
O 0.08 2.24 0.32
O -2.39 -0.93 -1.22
S 2.38 -0.69 -0.26
S -0.18 -0.95 0.89
*
```


The following is a DFT calculation (ωB97M-V/def2-TZVPD) of a single C2H4N2O2S2 molecule.

## Properties
SMILES ... O=C(O)/C(=N/S)NS
Energy above the lowest of the compared OMol25 structures with the same formula, charge and spin ... 36.19 kJ/mol
Kohn-Sham gap ... 9.6 eV

ORCA input file:
```
! wB97M-V def2-TZVPD RIJCOSX def2/J DEFGRID3
* xyz 0 1
O 1.27 -1.68 -1.10
C 0.17 -1.31 -0.90
O -0.94 -1.74 -1.55
C -0.21 -0.20 0.08
N -1.43 -0.11 0.37
S -1.83 0.92 1.77
N 0.83 0.61 0.58
S 1.95 1.19 -0.59
H -0.60 -2.50 -2.11
H -2.93 0.20 2.03
H 0.52 1.31 1.23
H 2.86 0.19 -0.46
*
```


The following is a DFT calculation (ωB97M-V/def2-TZVPD) of a single C2H4N2O3 molecule.

## Properties
Energy above the lowest of the compared OMol25 structures with the same formula, charge and spin ... 755.45 kJ/mol
Kohn-Sham gap (spin up / spin down) ... 9.2 / 7.4 eV

ORCA input file:
```
! wB97M-V def2-TZVPD RIJCOSX def2/J DEFGRID3
* xyz 0 1
C 1.95 -0.23 -0.16
C -1.54 -0.06 -0.41
N 1.62 0.98 0.39
N -0.26 0.46 -0.78
O 2.91 -0.90 -0.30
O 0.24 1.22 0.32
O -1.49 -1.06 0.64
H -2.05 -0.33 -1.40
H -2.11 0.73 -0.06
H 2.04 1.14 1.32
H -1.31 -1.95 0.46
*
```


The following is a DFT calculation (ωB97M-V/def2-TZVPD) of a single C2H4N2O3 molecule.

## Properties
SMILES ... O=CON/C=N\O
Energy above the lowest of the compared OMol25 structures with the same formula, charge and spin ... 674.12 kJ/mol
Kohn-Sham gap ... 10.3 eV

ORCA input file:
```
! wB97M-V def2-TZVPD RIJCOSX def2/J DEFGRID3
* xyz 0 1
O 1.85 0.00 0.99
C 1.47 0.50 -0.14
O 0.78 -0.21 -1.05
N 0.09 -1.23 -0.53
C -1.15 -0.84 0.25
N -1.55 0.28 0.45
O -0.77 1.22 -0.25
H 1.90 1.52 -0.48
H 0.65 -1.64 0.39
H -1.96 -1.73 0.66
H -1.31 2.14 -0.28
*
```


The following is a DFT calculation (ωB97M-V/def2-TZVPD) of a single C2H4N2OS molecule.

## Properties
SMILES ... [H]/N=C/N(S)C=O
Energy above the lowest of the compared OMol25 structures with the same formula, charge and spin ... 356.04 kJ/mol
Kohn-Sham gap ... 9.5 eV

ORCA input file:
```
! wB97M-V def2-TZVPD RIJCOSX def2/J DEFGRID3
* xyz 0 1
H 3.26 -0.57 0.10
N 2.17 -0.22 -0.23
C 1.20 -1.08 0.03
N -0.05 -0.30 0.08
S 0.05 1.40 0.07
C -1.16 -1.00 0.10
O -2.25 -0.37 -0.23
H 1.15 -2.12 0.18
H -1.24 1.37 0.06
H -1.02 -2.04 0.67
*
```


The following is a DFT calculation (ωB97M-V/def2-TZVPD) of 2 unconnected molecules or ions with the total composition C2H4N2OS.

## Properties
Energy above the lowest of the compared OMol25 structures with the same formula, charge and spin ... 628.83 kJ/mol
Kohn-Sham gap (spin up / spin down) ... 6.8 / 8.8 eV

ORCA input file:
```
! wB97M-V def2-TZVPD RIJCOSX def2/J DEFGRID3
* xyz 0 1
C 0.34 0.79 0.70
C -1.26 -0.50 -0.25
N -0.92 0.64 0.50
N 1.14 -0.21 0.35
O 0.69 -1.01 -2.10
S 0.37 -1.34 -0.72
H 0.71 1.64 1.25
H -1.81 -1.23 0.35
H -1.84 -0.24 -1.14
H 3.01 -0.13 -0.40
*
```


The following is a DFT calculation (ωB97M-V/def2-TZVPD) of a single C2H4N2OS molecule.

## Properties
Energy above the lowest of the compared OMol25 structures with the same formula, charge and spin ... 513.02 kJ/mol
Kohn-Sham gap (spin up / spin down) ... 6.8 / 6.8 eV

ORCA input file:
```
! wB97M-V def2-TZVPD RIJCOSX def2/J DEFGRID3
* xyz 0 1
C 1.11 1.32 0.49
C 0.89 0.24 1.32
N -0.81 -0.52 -0.21
N -1.21 -1.08 -1.32
O 0.58 1.41 -0.63
S 0.27 -1.27 0.63
H 1.64 2.14 1.05
H 1.18 0.05 2.46
H -1.15 -2.08 -1.58
H -1.73 -0.48 -2.01
*
```


The following is a DFT calculation (ωB97M-V/def2-TZVPD) of a single C2H4N2OS molecule.

## Properties
SMILES ... N/N=C/OC=S
Energy above the lowest of the compared OMol25 structures with the same formula, charge and spin ... 326.14 kJ/mol
Kohn-Sham gap ... 9.1 eV

ORCA input file:
```
! wB97M-V def2-TZVPD RIJCOSX def2/J DEFGRID3
* xyz 0 1
N 3.21 -0.31 -0.06
N 1.85 -0.45 -0.01
C 1.20 0.63 -0.05
O -0.25 0.77 0.00
C -1.08 -0.26 -0.14
S -2.65 -0.18 0.06
H 3.65 -1.16 0.40
H 3.57 0.50 0.60
H 1.52 1.63 -0.12
H -0.45 -1.15 -0.30
*
```


The following is a DFT calculation (ωB97M-V/def2-TZVPD) of a single C2H4N2OS molecule.

## Properties
SMILES ... NC(=S)NC=O
Energy above the lowest of the compared OMol25 structures with the same formula, charge and spin ... 70.46 kJ/mol
Kohn-Sham gap ... 8.9 eV

ORCA input file:
```
! wB97M-V def2-TZVPD RIJCOSX def2/J DEFGRID3
* xyz 0 1
N -1.72 0.50 0.10
C -0.69 -0.39 -0.03
S -0.92 -2.02 -0.09
N 0.52 0.27 -0.19
C 1.82 -0.24 -0.08
O 2.14 -1.35 0.24
H -2.65 0.06 0.27
H -1.53 1.38 0.56
H 0.47 1.24 -0.42
H 2.55 0.55 -0.36
*
```


The following is a DFT calculation (ωB97M-V/def2-TZVPD) of a single C2H4N2OS molecule.

## Properties
SMILES ... [H]/N=C(/N)C(O)=S
Energy above the lowest of the compared OMol25 structures with the same formula, charge and spin ... 250.85 kJ/mol
Kohn-Sham gap ... 8.3 eV

ORCA input file:
```
! wB97M-V def2-TZVPD RIJCOSX def2/J DEFGRID3
* xyz 0 1
H 0.20 -1.41 1.41
N 0.43 -0.47 1.45
C 0.24 0.12 0.26
N 0.72 1.44 0.25
C -0.28 -0.61 -0.91
O -1.11 -1.51 -0.70
S -0.15 -0.02 -2.46
H 0.98 1.97 1.09
H 0.25 2.02 -0.67
H -1.28 -1.53 0.28
*
```


The following is a DFT calculation (ωB97M-V/def2-TZVPD) of a single C2H4N2OS molecule.

## Properties
SMILES ... [H]/N=C/NOC=S
Energy above the lowest of the compared OMol25 structures with the same formula, charge and spin ... 363.08 kJ/mol
Kohn-Sham gap ... 9.6 eV

ORCA input file:
```
! wB97M-V def2-TZVPD RIJCOSX def2/J DEFGRID3
* xyz 0 1
H 2.35 -1.03 -1.06
N 1.67 -0.37 -0.86
C 1.13 -0.43 0.31
N 0.24 0.47 0.98
O -0.50 1.24 -0.04
C -1.57 0.68 -0.56
S -2.42 -0.62 -0.01
H 1.44 -1.21 1.01
H -0.41 -0.08 1.60
H -1.93 1.34 -1.37
*
```


The following is a DFT calculation (ωB97M-V/def2-TZVPD) of a molecular structure, C2H4N2OS2.

## Properties
Energy above the lowest of the compared OMol25 structures with the same formula, charge and spin ... 338.63 kJ/mol
Kohn-Sham gap ... 9.1 eV

ORCA input file:
```
! wB97M-V def2-TZVPD RIJCOSX def2/J DEFGRID3
* xyz 0 1
C -2.04 0.02 0.18
C 0.50 0.95 -0.13
H -3.86 -0.81 0.34
H -2.31 -1.88 0.68
H -0.19 1.84 0.05
H 3.88 0.42 -0.40
N -2.82 -1.00 -0.15
N 1.74 0.98 0.01
O -2.43 1.19 0.10
S -0.40 -0.42 -0.17
S 2.83 -0.50 0.11
*
```


The following is a DFT calculation (ωB97M-V/def2-TZVPD) of a single C2H4N2S molecule.

## Properties
SMILES ... CSNC#N
Energy above the lowest of the compared OMol25 structures with the same formula, charge and spin ... 143.14 kJ/mol
Kohn-Sham gap ... 10.1 eV

ORCA input file:
```
! wB97M-V def2-TZVPD RIJCOSX def2/J DEFGRID3
* xyz 0 1
C 1.43 0.22 -0.36
S 0.33 -1.21 -0.01
N -1.07 -0.71 0.74
C -2.18 -0.11 0.02
N -2.92 0.46 -0.61
H 2.35 -0.16 -0.85
H 1.71 0.83 0.65
H 1.10 0.91 -1.18
H -0.75 -0.23 1.59
*
```